Here is C24H38IrN6SbSe4Si3 as an isolated structure from the Open Molecules 2025 dataset. Energies are from the ωB97M-V functional and the def2-TZVPD basis.

Cartesian coordinates (Å):
Ir -1.490 0.910 1.965
Se -5.570 4.382 1.984
Sb -4.724 2.459 0.770
Se -3.646 0.590 2.762
Se -2.145 2.631 0.541
Se -5.653 2.564 -1.514
C -3.929 -0.672 -0.768
Si -2.093 -0.835 -1.095
C -1.916 -2.554 -1.894
C -1.535 0.433 -2.347
C -1.027 -0.813 0.456
Si 0.780 -0.690 0.101
C 1.441 -1.834 -1.237
C 2.683 1.402 -0.431
C 1.890 -1.013 1.593
Si -1.415 -2.248 1.568
C -0.449 -3.840 1.192
C -3.190 -2.838 1.698
C -0.882 -1.751 3.307
C -0.625 -2.643 4.344
C -0.273 -2.166 5.596
C -0.179 -0.794 5.780
C -0.456 0.037 4.711
N -0.799 -0.433 3.508
H -4.332 0.203 -1.283
H -4.137 -0.565 0.298
H -4.474 -1.551 -1.129
H -2.506 -2.591 -2.816
H -2.291 -3.336 -1.226
H -0.882 -2.800 -2.145
H -2.222 0.446 -3.200
H -0.521 0.243 -2.715
H -1.538 1.431 -1.906
H 0.937 -1.695 -2.195
H 1.266 -2.867 -0.916
H 2.516 -1.710 -1.381
H 3.298 0.554 -0.753
H 3.112 1.937 0.414
H 0.767 1.564 0.402
H 1.688 -1.987 2.048
H 1.739 -0.261 2.370
H 2.944 -0.992 1.309
H -0.547 -4.080 0.129
H -0.843 -4.691 1.757
H 0.617 -3.749 1.412
H -3.529 -3.258 0.746
H -3.866 -2.027 1.968
H -3.268 -3.615 2.465
H -0.707 -3.707 4.155
H -0.075 -2.849 6.413
H 0.092 -0.366 6.735
H -0.413 1.113 4.817
N 1.238 1.018 -0.308
C 1.750 2.077 -1.355
N 1.681 1.792 -2.743
C 2.542 0.762 -3.309
C 2.151 0.450 -4.750
C 2.223 1.715 -5.596
C 1.308 2.767 -4.976
C 1.715 3.019 -3.527
H 2.436 -0.136 -2.709
H 3.607 1.065 -3.280
H 1.123 0.071 -4.758
H 2.801 -0.333 -5.155
H 1.940 1.509 -6.633
H 3.254 2.090 -5.601
H 0.273 2.411 -4.993
H 1.358 3.704 -5.539
H 1.040 3.721 -3.045
H 2.728 3.463 -3.511
N 0.372 1.834 2.242
C 1.289 2.332 2.738
C 2.439 2.857 3.334
C 3.091 4.014 2.837
N 3.659 4.941 2.448
C 2.968 2.173 4.458
N 3.394 1.600 5.369

Atoms 1-2, force components in eV/Å:
0.81 -1.28 -0.08
0.05 -0.53 0.05

Results
DFT total energy ... -328844.114 eV
Gap between HOMO and LUMO ... 0.209 hartree
Net charge ... -2
Highest occupied orbital energy ... -2.15 eV